Density functional theory data (ωB97M-V/def2-TZVPD) for 6 unconnected molecules or ions with the total composition C14H40O6.

Positions of all 60 atoms, in Å:
O -5.01 2.44 0.36
C 5.42 -2.07 3.51
H 1.65 -3.92 3.53
H 0.12 2.07 1.45
C -4.42 2.21 -4.02
H -3.30 1.35 -5.63
C -2.89 2.17 -0.58
H 0.17 0.20 0.22
H -4.82 -0.35 -3.91
H -2.74 4.99 0.05
O -0.26 -3.69 2.54
O 4.45 -1.81 4.46
H -4.42 2.14 -2.94
C -3.55 4.38 0.45
H -2.24 1.98 0.27
O -4.62 0.02 -4.77
H 5.46 -4.34 3.25
H 0.03 -1.00 -2.80
C -2.43 0.52 -3.98
H -1.66 1.23 -4.28
C 1.14 -3.56 2.64
H 0.66 0.53 -3.32
H -3.37 4.13 1.50
H 2.12 0.62 -1.31
H 4.28 -0.90 2.07
H -5.08 1.65 -0.18
C -3.68 1.03 -4.66
H 1.38 1.90 2.70
O 0.35 0.22 2.24
H -3.84 3.10 -4.27
C 1.32 -0.12 -1.35
H 1.63 -4.19 1.91
H -0.34 1.81 3.08
C 0.94 -0.41 -2.84
H -5.48 2.19 -4.27
H -2.18 -0.48 -4.33
H 4.61 -2.54 5.06
H 6.96 -3.43 2.99
H -4.43 3.52 -1.25
H 6.24 -1.41 3.76
O 0.13 0.35 -0.73
H 0.92 -2.03 -0.34
C -4.01 3.14 -0.32
H -4.38 5.07 0.66
C 1.75 -1.40 -0.63
H 6.34 -3.67 4.60
H -2.16 2.55 -1.30
C 4.75 -1.88 2.11
H 5.49 -2.03 1.33
H -3.23 1.24 -1.04
H 1.40 -2.52 2.44
H 3.95 -2.61 2.01
H -2.40 0.46 -2.89
C 6.04 -3.48 3.57
H -0.55 -2.91 2.06
H 1.79 -0.79 -3.41
H 0.85 -0.17 2.97
C 0.42 1.54 2.35
H 2.11 -1.14 0.36
H 2.57 -1.92 -1.12

Computed properties:
structure (SMILES) = CC(C)O.CC(C)O.CC(C)O.CC(C)O.CO.CO
frontier orbital gap = 10.46 eV
relative energy (zero: lowest compared OMol25 entry of this formula, charge and spin) = 311.4 kJ/mol

Charges computed using natural (NBO), reported in e: -0.70, 0.10, 0.18, 0.19, -0.63, 0.17, -0.64, 0.49, 0.46, 0.22, -0.72, -0.71, 0.19, -0.64, 0.22, -0.72, 0.21, 0.22, -0.64, 0.21, -0.25, 0.21, 0.21, 0.15, 0.21, 0.46, 0.10, 0.16, -0.73, 0.21, 0.11, 0.16, 0.16, -0.62, 0.23, 0.22, 0.47, 0.22, 0.15, 0.15, -0.75, 0.21, 0.08, 0.22, -0.65, 0.20, 0.22, -0.62, 0.21, 0.20, 0.16, 0.21, 0.21, -0.65, 0.47, 0.21, 0.48, -0.25, 0.20, 0.21